Computed, not measured: a structure of composition C27H11F15GeO7ReS3Se4 in a non-equilibrium geometry, with ωB97M-V/def2-TZVPD.

Output
HOMO level (spin up / spin down), eV: -1.887 / -1.823
Energy, eV: -435810.4989
Spin multiplicity: 2
Orbital gap (spin up / spin down), eV: 5.7 / 5.5
Charge: -2

Each line ends with the Mulliken charge.
Geometry (Å):
C -0.9272 -3.1257 -1.0106  -0.630
C -1.2881 0.1099 -5.2662  0.186
Se 2.7468 0.4412 -0.1979  0.128
Ge 0.1339 -1.5043 -1.4810  1.625
C -1.8670 -3.7117 -1.8382  0.510
C 0.2536 3.1939 -0.5573  1.342
C -0.9739 3.5485 5.5339  -0.774
H -1.4532 4.0437 7.5621  0.364
F 5.5598 -3.2777 -3.6854  -0.331
F -0.8532 0.2599 -6.5251  -0.341
C 2.3214 -3.4268 -2.0966  0.375
F -3.4910 -6.1092 0.3174  -0.329
S -0.6657 -0.2488 3.9227  1.294
F 4.7658 -0.6916 -3.8915  -0.333
C 1.8713 -2.1221 -2.1884  -0.545
C -2.9926 0.3946 -3.6253  0.141
F -3.6292 -5.2453 -2.2554  -0.324
C 0.7846 2.7837 -1.9254  -1.114
H -1.9079 1.6888 8.1956  0.357
C 3.5513 -3.8277 -2.5925  0.081
C -0.8283 2.5368 4.5944  0.497
F -1.6094 -5.0951 1.9866  -0.312
H 1.6619 3.3805 -2.1891  0.318
O 1.2080 3.0027 0.4595  -0.640
S -0.2583 3.0691 2.9964  1.621
F -3.2791 1.2501 -5.8052  -0.341
H 0.0108 2.9225 -2.6863  0.350
Se 3.3369 0.5786 2.7850  -0.228
C -0.5232 -0.5632 -4.3269  0.587
F -1.9743 -3.3534 -3.1336  -0.376
C -0.1486 4.6645 -0.5544  -1.675
Re 1.2551 1.3256 1.5165  1.103
H -0.7943 4.5700 5.2284  0.458
C -1.0420 1.2034 4.9498  -0.373
C -2.6624 -5.1491 -0.1093  0.648
F 1.5744 -4.3857 -1.5272  -0.271
C 4.3795 -2.8988 -3.1880  0.630
C -0.8540 -3.6361 0.2805  0.067
C -0.9256 -0.7508 -3.0152  -0.619
O -0.7794 2.0731 2.0093  -0.448
Se 5.4790 0.7755 2.1638  -0.464
C -1.3590 3.2500 6.8313  -0.587
H -0.4629 4.9646 0.4440  0.301
C 2.7408 -1.2172 -2.7855  0.192
H 0.7042 5.2836 -0.8471  0.359
C -1.6074 1.9347 7.1843  -0.532
F 0.6090 -1.1059 -4.8018  -0.348
H -0.9696 4.8385 -1.2561  0.349
F -2.7363 -0.5037 -1.5146  -0.350
O -0.4241 -1.2993 4.8797  -0.750
C -2.5244 0.6064 -4.9077  0.699
Se 4.7506 1.2796 -0.7191  -0.477
O 0.6206 0.1417 3.2725  -0.486
C 3.9764 -1.5785 -3.2854  0.135
F 0.0990 -3.2360 1.1156  -0.348
C -2.1968 -0.2776 -2.7150  0.455
C -2.7330 -4.7050 -1.4142  0.055
O -1.7801 -0.4299 3.0363  -0.603
F -4.2142 0.8246 -3.2890  -0.329
H 1.0852 1.7376 -1.9313  0.162
C -1.7085 -4.6234 0.7426  0.070
H -0.6482 2.5966 -0.3690  0.218
F 3.9416 -5.1065 -2.5056  -0.326
H -1.5895 -0.1133 6.5181  0.468
O -0.6936 4.4210 2.8194  -0.734
O 1.2290 2.8773 3.1234  -0.589
S -0.2055 -0.2331 0.2435  -0.310
C -1.4407 0.9234 6.2497  -0.652
F 2.3709 0.0562 -2.9483  -0.255